No. 1
60
Properties=species:S:1:pos:R:3:forces:R:3 method="wB97M-V/def2-TZVPD" lumo_energy_ev=-0.21 homo_ev=-8.43 smiles="CCCCn1c(N)c(N(CCOC)C(=O)COC(=O)/C=C/c2ccc(Br)cc2)c(=O)[nH]c1=O" gap_ev=8.23
C -0.076 5.496 -0.886 0.22 -0.07 -0.09
C 0.907 4.443 -1.384 -0.23 -0.11 0.00
C 0.493 3.019 -1.015 0.21 0.16 0.10
C 0.481 2.788 0.498 -0.14 0.31 -0.32
N 0.320 1.379 0.826 0.16 0.10 -0.01
C 1.344 0.478 0.654 -0.13 -0.86 0.22
N 2.562 0.919 0.252 -0.08 0.31 -0.08
C 1.113 -0.871 0.820 0.29 0.20 0.15
N 2.127 -1.807 0.496 -0.37 0.11 0.49
C 2.750 -2.508 1.605 0.51 0.06 0.18
C 3.609 -1.542 2.436 -0.31 -0.20 0.04
O 4.477 -0.745 1.659 -0.01 0.12 -0.06
C 5.571 -1.445 1.090 0.11 -0.11 -0.13
C 2.561 -2.058 -0.760 -0.20 0.07 -0.35
O 3.513 -2.781 -0.986 0.10 -0.03 -0.32
C 1.868 -1.370 -1.940 0.27 -0.35 -0.41
O 0.544 -0.916 -1.732 -0.17 0.21 -0.23
C -0.442 -1.842 -1.828 0.05 -0.31 -0.16
O -0.255 -2.980 -2.167 0.10 0.04 0.06
C -1.726 -1.245 -1.444 -0.44 -0.17 0.04
C -2.790 -2.023 -1.209 0.74 0.13 -0.29
C -4.095 -1.592 -0.750 -0.56 0.15 0.19
C -5.155 -2.504 -0.786 0.26 0.17 -0.01
C -6.419 -2.149 -0.361 -0.20 0.12 0.09
C -6.632 -0.867 0.122 -0.14 -0.02 0.02
Br -8.368 -0.367 0.715 0.20 -0.06 -0.06
C -5.598 0.054 0.184 -0.15 0.03 0.03
C -4.339 -0.308 -0.252 0.06 -0.23 -0.09
C -0.142 -1.365 1.308 0.15 0.47 0.02
O -0.430 -2.515 1.566 -0.03 -0.22 -0.05
N -1.085 -0.348 1.495 -0.27 -0.16 0.20
C -0.960 0.971 1.172 0.09 -0.31 0.13
O -1.897 1.738 1.206 -0.35 0.29 -0.02
H 0.203 6.477 -1.263 -0.04 0.12 0.03
H -0.086 5.542 0.200 -0.07 0.06 0.14
H -1.081 5.269 -1.230 -0.16 0.01 -0.01
H 1.901 4.652 -0.980 0.09 -0.01 -0.06
H 0.975 4.507 -2.472 0.10 0.01 0.01
H -0.506 2.818 -1.405 -0.05 -0.09 -0.02
H 1.179 2.310 -1.484 -0.06 -0.04 -0.02
H -0.374 3.299 0.944 0.25 -0.05 0.02
H 1.393 3.174 0.965 -0.06 -0.02 0.03
H 2.760 1.903 0.311 -0.02 -0.03 0.01
H 3.341 0.306 0.486 0.01 0.00 0.10
H 3.361 -3.305 1.178 -0.11 0.05 0.11
H 1.971 -2.942 2.235 0.04 0.00 -0.03
H 4.177 -2.116 3.179 -0.04 0.07 0.00
H 2.965 -0.829 2.959 0.04 -0.12 0.02
H 5.246 -2.133 0.306 0.03 0.04 0.08
H 6.223 -0.686 0.661 0.07 -0.06 0.00
H 6.116 -1.998 1.862 0.03 0.03 0.03
H 2.454 -0.487 -2.213 -0.07 -0.13 0.07
H 1.891 -2.092 -2.764 0.08 0.15 0.21
H -1.732 -0.172 -1.327 -0.11 0.13 0.04
H -2.667 -3.086 -1.373 0.07 -0.09 -0.01
H -4.982 -3.502 -1.159 0.04 -0.11 -0.03
H -7.232 -2.857 -0.397 -0.05 -0.04 0.00
H -5.774 1.045 0.573 -0.02 0.06 0.03
H -3.544 0.417 -0.182 0.13 0.11 0.02
H -2.009 -0.648 1.784 0.11 0.07 -0.07

---

No. 2
63
Properties=species:S:1:pos:R:3:forces:R:3 method="wB97M-V/def2-TZVPD" lumo_energy_ev="-14.77 / -15.78" relative_energy_ev=0.786 homo_ev="-19.01 / -19.02" gap_ev="4.24 / 3.24" total_charge=+4
Sn 11.551 11.726 15.626 -2.45 0.16 2.67
C 8.521 11.511 20.954 0.71 -0.32 0.15
N 9.638 11.202 20.017 0.66 0.17 -0.17
C 10.564 10.164 20.137 -2.73 0.80 1.53
C 11.267 10.143 19.040 1.32 1.83 -3.40
N 10.882 11.215 18.164 0.87 -1.05 1.12
C 9.932 11.846 18.847 -0.65 -0.44 -0.58
P 8.944 13.251 18.185 0.34 0.77 0.30
C 10.250 14.306 17.370 0.09 -1.93 0.96
N 11.065 13.913 16.355 0.30 1.34 -0.05
C 11.874 15.045 16.134 0.36 -1.47 -0.48
C 11.627 15.977 17.058 -0.77 0.74 0.51
N 10.576 15.505 17.850 0.64 1.00 0.26
C 10.065 16.242 19.087 0.08 0.06 0.29
C 8.394 12.574 16.596 0.71 -0.76 -0.55
N 9.185 11.791 15.832 -1.87 -0.19 -2.31
C 8.324 11.435 14.706 1.70 0.75 2.59
C 7.105 11.990 14.872 1.41 0.95 0.64
N 7.177 12.762 16.047 -0.04 -1.19 -0.31
C 6.028 13.451 16.668 -0.53 0.28 -0.17
H 8.903 12.045 21.839 -0.07 -0.26 -0.35
H 8.071 10.540 21.287 0.08 1.10 -0.54
H 7.881 12.195 20.389 -0.41 -0.49 0.48
H 10.548 9.474 20.948 0.03 -0.12 0.52
H 12.116 9.556 18.840 0.68 -0.74 -0.45
H 12.586 15.125 15.327 0.01 -0.22 0.05
H 12.064 16.967 17.121 -0.23 -0.18 0.33
H 10.398 17.307 19.004 -0.10 -1.07 0.07
H 10.432 15.779 20.060 -0.15 0.49 -1.51
H 8.962 16.259 19.125 0.51 -0.21 -0.32
H 8.767 10.792 13.998 -0.17 -0.45 -0.95
H 6.331 12.050 14.150 -0.90 -0.07 -0.01
H 6.351 13.930 17.599 -0.15 -0.33 -0.19
H 5.180 12.755 16.832 0.72 0.29 0.04
H 5.674 14.249 16.002 0.20 -0.26 0.08
O 12.766 5.789 12.620 -0.29 0.47 1.22
C 12.359 6.751 13.470 0.55 -0.19 -1.43
C 11.063 7.262 13.430 -1.07 0.22 0.46
C 10.778 8.411 14.177 -0.71 -1.44 -0.70
N 11.623 8.958 15.042 0.65 1.50 -0.54
C 12.861 8.523 15.002 2.03 -1.62 0.03
Br 14.145 9.331 16.130 -0.34 0.31 0.04
C 13.324 7.404 14.260 -2.10 0.97 0.86
H 12.027 5.327 12.186 0.20 0.13 0.12
H 10.299 6.681 12.874 0.36 0.92 0.28
H 9.840 8.923 14.128 -0.64 -0.25 -0.16
H 14.243 6.924 14.459 1.14 -0.03 -0.08
N 11.434 12.531 13.412 0.85 -0.06 -1.55
C 11.671 12.613 12.266 -1.54 0.23 0.15
N 11.612 12.784 10.945 -0.20 -0.13 0.21
C 12.646 12.308 10.007 0.96 0.82 1.73
C 12.058 11.590 8.815 0.64 0.35 -1.41
O 11.068 12.384 8.099 0.02 0.05 1.99
C 10.087 12.975 8.976 -0.41 1.26 -1.88
C 10.534 13.572 10.307 0.48 1.19 0.65
H 13.318 11.618 10.576 -0.42 0.44 -0.77
H 13.237 13.206 9.715 -0.22 -0.75 -0.19
H 11.491 10.706 9.133 0.18 -0.23 -0.19
H 12.888 11.395 8.085 -1.03 -0.22 0.51
H 9.318 12.193 9.082 -0.08 -0.09 -0.09
H 9.665 13.837 8.363 0.13 -1.31 0.54
H 9.658 13.679 11.000 0.77 -0.17 -0.74
H 10.878 14.630 10.023 -0.14 -1.35 0.72

---

No. 3
52
Properties=species:S:1:pos:R:3:forces:R:3 method="wB97M-V/def2-TZVPD" lumo_energy_ev="2.67 / 2.67" relative_energy_ev=0.504 spin_multiplicity=6 homo_ev="-4.63 / -4.64" gap_ev="7.31 / 7.31" total_charge=-1
C -1.001 -0.932 -4.203 0.13 -0.31 -0.35
C -1.075 -1.939 -3.226 -0.63 -0.32 0.01
C -1.867 -1.446 -2.152 -0.75 -0.45 -0.16
H -0.593 -2.913 -3.280 -0.19 0.27 0.09
C -2.242 -0.112 -2.469 -0.20 -0.13 0.11
C -1.685 0.199 -3.736 -0.37 0.29 0.11
H -1.779 1.150 -4.263 0.03 -0.31 0.23
H -0.504 -1.038 -5.172 -0.09 0.18 0.51
H -2.021 -1.955 -1.199 -0.12 0.14 -0.32
H -2.755 0.589 -1.805 0.05 -0.34 -0.27
Sm 0.241 -0.217 -1.763 1.22 0.02 -1.17
Br 1.479 -2.602 -0.946 0.32 -0.34 -0.56
C 2.460 1.116 -2.093 0.28 -0.07 0.29
C 1.585 1.857 -2.935 -0.14 0.22 0.28
C 1.378 1.097 -4.103 -0.46 0.66 -0.40
H 1.102 2.810 -2.702 0.34 -0.25 -0.12
C 2.073 -0.107 -3.979 0.28 -0.67 -0.26
C 2.745 -0.108 -2.744 0.58 0.15 0.35
H 3.322 -0.934 -2.329 -0.17 0.40 -0.22
H 2.721 1.345 -1.057 0.18 0.09 -0.46
H 0.775 1.412 -4.964 0.24 -0.23 0.51
H 2.091 -0.929 -4.702 -0.03 0.41 0.31
C -0.631 3.973 2.172 -0.23 0.17 0.00
C -0.432 2.726 1.318 0.01 -0.48 0.00
C 0.852 2.911 0.501 0.29 0.00 -0.07
C -0.457 1.436 2.166 -0.01 -0.65 -1.06
C -0.586 1.487 3.521 0.06 -0.46 1.32
C -0.601 0.305 4.292 -0.05 0.41 0.14
C -0.510 -0.947 3.686 -0.08 0.49 1.10
C -0.423 -1.081 2.325 0.04 0.21 -0.73
C -0.295 -2.543 1.820 0.31 0.18 0.61
C 1.097 -3.121 2.202 -0.04 0.41 -0.47
C -1.327 -3.515 2.430 -0.24 0.08 -0.30
C -0.401 0.137 1.551 -0.08 -0.19 1.03
O -0.342 0.113 0.256 0.01 -0.09 -0.88
H 0.188 4.097 2.889 -0.09 0.00 -0.06
H -1.577 3.943 2.724 0.14 0.03 -0.02
H -0.647 4.862 1.535 0.00 -0.07 0.02
H -1.256 2.673 0.590 0.03 -0.07 0.16
H 1.739 2.809 1.145 -0.18 0.04 -0.12
H 0.950 2.182 -0.310 -0.08 0.29 0.38
H 0.877 3.920 0.051 -0.02 -0.35 0.13
H -0.659 2.474 3.985 0.01 -0.55 0.23
H -0.688 0.379 5.372 0.01 0.00 -0.06
H -0.503 -1.870 4.288 -0.03 0.70 -0.10
H -0.385 -2.561 0.737 -0.05 -0.01 0.11
H 1.231 -3.142 3.287 -0.11 0.02 0.01
H 1.208 -4.143 1.809 -0.04 0.29 0.09
H 1.887 -2.505 1.758 -0.10 -0.20 0.21
H -2.351 -3.211 2.197 0.01 0.00 0.07
H -1.170 -4.518 1.998 -0.04 0.33 0.13
H -1.241 -3.614 3.523 0.03 0.08 -0.33